Entry 1:
4 unconnected molecules or ions with the total composition C43H58BrF9N3O12PS2 in a non-equilibrium geometry, computed with the ωB97M-V functional and the def2-TZVPD basis.

The SMILES is CCOCCCCC[C@H]1OS(=O)(=O)[C@](CCCCCCOC(C)=O)(CCC(F)(F)C(F)(F)S(F)(F)(F)(F)F)[C@@H](P(C)C)[C@@H]1Br.O=[N+]([O-])c1ccccc1.O=[N+]([O-])c1ccccc1.O=[N+]([O-])c1ccccc1. As for the lowest unoccupied orbital energy: -0.9 eV. The value obtained for the frontier orbital gap is 7.85 eV. As for the highest occupied orbital energy: -8.728 eV.

The geometry in ORCA input format:
```
! RIJCOSX wB97M-V def2-TZVPD def2/J DEFGRID3
* xyz 0 1
H 0.29 5.89 1.44
H 3.73 4.71 1.65
C -8.62 -4.25 2.13
C -3.60 2.15 -0.82
N 0.00 1.23 -0.89
H -0.20 -3.65 -2.47
H 1.20 -2.58 2.61
C 2.98 -3.80 -0.17
H -2.17 1.47 0.64
H 0.01 7.16 2.65
O 2.86 6.94 0.98
C -7.52 -4.98 2.56
H -5.80 2.85 -9.84
C -3.81 2.49 -2.15
O -6.39 -4.49 0.61
H -8.61 -3.78 1.16
F 9.51 0.89 2.10
H 2.54 -0.54 -0.31
H -2.95 -3.51 2.02
H -4.45 -2.54 3.34
H 2.60 -4.66 2.45
F 8.38 -0.60 3.10
C 2.79 5.82 0.08
C 8.29 0.48 2.37
H -0.89 -2.08 -2.11
H 1.91 -1.08 3.21
H 4.94 -3.40 0.58
H 4.34 -4.67 2.85
H -6.60 -6.16 4.09
C -9.70 -4.77 4.22
C -1.52 -3.57 -0.73
C 3.15 3.31 0.10
N -6.34 -5.07 1.68
H 3.10 1.27 -1.39
C 2.11 -3.30 -1.32
C -5.60 4.22 -6.27
O 0.89 1.20 -1.72
F 7.02 0.85 4.53
H -2.93 2.69 -4.10
S 7.50 1.87 3.42
H 2.27 -4.12 0.59
H -4.92 -0.88 2.96
C 0.57 6.90 1.75
H -4.79 2.81 -2.49
H 4.70 4.83 0.20
H 2.29 3.05 0.74
C -1.95 -2.59 0.37
C 3.67 4.66 0.55
H 6.28 -0.61 -1.02
C -7.48 -5.60 3.79
H -1.15 -2.53 1.12
C 3.95 1.01 -0.78
H -2.96 -0.06 3.87
C -5.16 5.02 -7.32
O -5.11 5.88 -4.75
C -2.77 2.43 -3.06
C -3.24 -2.99 1.10
H -2.06 -1.59 -0.05
H -2.54 -1.69 4.38
N -5.53 4.75 -4.90
C 4.43 -1.57 -0.39
P 3.64 -2.42 2.26
C -8.58 -5.49 4.63
C -1.33 1.68 -1.32
C -5.24 4.52 -8.60
H -4.78 6.01 -7.12
Br 3.83 -5.49 -0.64
H -4.42 2.20 -0.11
C 6.40 -0.81 1.15
C -2.83 -1.09 3.51
C -5.74 3.24 -8.83
H 1.02 -1.47 -1.08
O 0.15 0.90 0.28
H -8.57 -5.97 5.59
H -2.01 -1.07 2.79
H 0.33 7.56 0.92
C 5.95 -1.31 -0.24
C -6.10 2.95 -6.47
O 2.48 7.09 3.15
C 0.85 -2.53 -0.90
H 2.81 3.36 -0.95
F 6.10 1.68 2.68
H 6.74 -1.66 1.75
H -6.42 2.36 -5.63
C -2.35 1.74 -0.39
H -1.15 -4.51 -0.30
C -1.51 2.02 -2.65
O 4.48 -0.93 -2.99
H 5.17 2.61 0.03
H -2.39 -3.81 -1.34
H 1.75 5.49 -0.05
H -4.90 5.12 -9.43
H -10.55 -4.69 4.87
H 1.76 -4.19 -1.86
F 6.88 3.05 4.25
C -6.17 2.46 -7.76
O -5.89 4.03 -3.99
H -6.56 1.46 -7.94
F 7.95 2.91 2.31
O 2.81 -2.49 -2.31
S 4.32 -2.06 -2.13
C -4.12 -1.61 2.85
H 4.82 0.90 -1.42
C 2.04 6.96 2.06
H 3.13 6.20 -0.88
H 3.64 -0.17 0.99
O 5.17 -3.21 -2.28
C 4.02 -2.82 0.47
C 1.92 -1.78 2.38
C 3.42 -4.10 2.92
C -0.44 -2.96 -1.64
H 1.58 -1.25 1.49
C -9.71 -4.16 2.97
O -5.39 -5.72 2.07
C 4.19 2.17 0.22
O -3.99 -1.83 1.46
H 3.15 -3.97 3.97
H 0.69 -2.71 0.17
C 3.59 -0.33 -0.09
F 8.87 2.06 4.20
F 8.55 -0.50 0.30
H 6.46 -2.25 -0.46
H -10.58 -3.60 2.65
C 7.58 0.12 1.02
H -0.68 1.96 -3.35
H 5.60 -0.35 1.72
H -3.86 -3.66 0.50
H 4.17 1.81 1.25
F 7.29 1.25 0.37
*
```

***

Entry 2:
2 unconnected molecules or ions with the total composition C6H14OSi2 in a non-equilibrium geometry, computed with the ωB97M-V functional and the def2-TZVPD basis.

As for the lowest unoccupied orbital energy (spin up / spin down): 0.4 / -0.5 eV. The value obtained for the frontier orbital gap (spin up / spin down) is 7.52 / 5.94 eV. As for the highest occupied orbital energy (spin up / spin down): -7.141 / -6.405 eV.

The geometry in ORCA input format:
```
! RIJCOSX wB97M-V def2-TZVPD def2/J DEFGRID3
* xyz 0 1
C -1.62 -0.75 0.32
C 0.52 2.60 -0.17
H 3.87 -1.54 0.52
H 2.32 -1.63 -1.37
H -0.31 3.14 0.28
Si 1.01 1.12 0.90
H -3.35 1.30 0.85
H 1.34 3.29 -0.31
H -2.21 -0.11 -1.62
C -3.19 1.07 -0.19
O 2.21 0.25 0.28
H 1.31 1.29 2.31
C -2.35 0.08 -0.56
H -0.75 -1.95 -1.21
H -1.80 -0.66 1.38
H 4.07 0.05 -1.30
H -0.18 -2.62 1.72
H -3.72 1.66 -0.91
Si 3.17 -0.80 -0.52
H 0.42 -3.52 0.23
C -0.15 -2.70 0.64
H 0.19 2.27 -1.16
C -0.82 -1.83 -0.14
*
```

***

Entry 3:
3 unconnected molecules or ions with the total composition C32H43BClIN2O11PS in a non-equilibrium geometry, computed with the ωB97M-V functional and the def2-TZVPD basis.

As for the lowest unoccupied orbital energy: -3.7 eV. The value obtained for the frontier orbital gap is 7.76 eV. As for the highest occupied orbital energy: -11.432 eV.

The geometry in ORCA input format:
```
! RIJCOSX wB97M-V def2-TZVPD def2/J DEFGRID3
* xyz 1 1
O 0.61 2.28 -1.55
H 0.67 3.26 0.77
H -0.10 3.77 -2.84
H 0.63 -1.01 -1.79
O 0.46 2.45 1.27
C 6.03 -0.42 -3.80
H 2.19 -2.45 3.17
H -0.17 -5.70 0.45
O 2.15 -9.45 1.13
H 0.74 -6.93 4.54
H -4.08 8.93 2.41
C -0.26 9.04 1.39
H 5.82 -0.38 -4.87
S -4.70 1.61 2.22
C 0.20 -6.17 2.56
H -4.17 1.32 -2.94
C 0.94 -7.49 0.64
C -0.20 -0.72 1.51
H 3.72 1.66 -0.40
C -4.20 -1.10 -0.91
H 6.59 1.55 -3.13
C -1.65 -1.54 -0.45
H -1.10 -0.50 2.07
H -1.66 -4.08 1.85
H -3.74 -4.94 1.26
C 2.03 -0.25 -0.40
C -3.71 -3.87 1.42
H 0.78 9.01 1.09
H 1.94 -8.94 3.67
H 3.67 2.13 -2.10
N -3.27 -0.55 1.27
H 2.78 -0.84 0.12
H 2.25 -2.61 1.32
C 1.57 -8.48 1.56
P -1.10 2.04 1.04
C 3.79 1.28 -1.42
O -4.06 0.36 -2.84
H 1.41 4.09 -2.02
C -1.05 7.80 1.19
C -2.93 -0.72 -0.15
C -1.08 0.70 -0.36
O -5.83 0.51 -1.48
H 1.99 0.53 -2.45
H 1.41 2.96 -3.36
H 1.79 0.66 0.16
H -0.62 -3.40 0.05
H -4.09 -3.71 2.43
O -1.18 1.40 -2.85
O -2.76 11.14 2.79
C -2.29 -3.31 1.40
C 1.47 -8.21 3.02
C 1.68 -2.37 2.21
C -1.64 -3.04 0.01
H -0.27 11.05 2.07
H -1.01 -2.04 -2.23
H 5.93 1.27 -1.01
C -3.04 8.90 2.11
C 0.38 -1.97 2.14
C -4.77 0.02 -1.75
C 5.22 0.75 -1.64
H 0.96 -2.11 -0.53
H 1.02 -7.70 -0.42
H 5.29 -0.32 -1.40
O -0.53 6.81 0.71
C 2.71 0.23 -1.70
C 0.82 3.32 -2.51
O -1.73 -1.53 -1.84
H -0.31 -2.58 2.71
I -2.07 3.90 -0.20
O -2.47 0.57 -0.61
B -0.50 1.51 -1.66
C -0.82 10.13 1.91
H -0.62 1.10 -3.57
C -3.95 0.38 1.66
H 5.45 -1.23 -3.37
C 5.71 0.92 -3.10
H 3.22 -0.65 -2.11
C -2.47 7.81 1.59
H -2.19 -2.45 2.05
H -3.03 6.89 1.43
H -4.08 -1.95 -1.58
C -2.25 10.15 2.32
Cl -2.42 -4.12 -1.19
N -0.48 -0.66 0.02
H 0.50 0.07 1.77
H 4.94 1.44 -3.68
H -4.99 -1.36 -0.22
C 0.83 -7.14 3.48
O -0.38 -5.19 2.99
H -4.41 -3.37 0.76
H 7.09 -0.63 -3.68
C 0.76 -1.06 -0.72
C 0.30 -6.43 1.11
*
```